Formula: C22H35N3O
Source: the Open Molecules 2025 dataset
Level of theory: ωB97M-V with the def2-TZVPD basis set

Computed properties:
Energy relative to the best compared isomer or geometry (same formula, charge and spin) ... 20.7196 eV
Multiplicity ... 1
Orbital gap ... 7.80 eV
HOMO ... -7.28 eV
Net charge ... 0

Last column: natural (NBO) charge in e.
CARTESIAN COORDINATES (ANGSTROEM)
O1 -2.54 -1.93 3.59  -0.76
N1 3.28 -0.09 -2.48  -0.37
N2 -0.50 -1.97 -0.81  -0.48
N3 -1.44 -0.53 1.47  -0.51
C1 4.59 1.24 -0.95  -0.60
C2 4.44 0.45 -2.16  -0.20
C3 0.02 0.35 -4.06  -0.21
C4 -2.56 -0.59 0.02  -0.18
C5 0.16 -1.70 0.29  -0.17
C6 -2.96 1.71 2.79  -0.59
C7 -0.90 1.21 4.14  -0.62
C8 -0.70 -1.71 1.58  -0.05
C9 1.03 -0.15 -3.40  -0.19
C10 -1.47 -2.83 1.91  -0.45
C11 -2.87 -2.85 2.59  -0.04
C12 1.43 2.06 -5.03  -0.24
C13 2.33 0.42 -3.31  0.20
C14 2.47 1.86 -4.08  -0.20
C15 0.25 1.25 -4.96  -0.22
C16 -1.38 -0.53 -0.96  -0.26
C17 2.72 -1.14 -1.89  -0.07
C18 -1.00 0.77 1.57  -0.24
C19 0.04 -2.35 -1.99  -0.23
C20 1.14 -1.24 -2.49  -0.06
C21 -1.42 1.83 2.82  -0.02
C22 -0.81 3.16 2.59  -0.64
H1 -0.65 0.21 -1.17  0.24
H2 -1.06 1.41 0.74  0.18
H3 -1.32 -0.08 4.31  0.21
H4 -0.06 -1.40 2.65  0.21
H5 -0.82 -0.18 -4.08  0.21
H6 4.99 -0.57 -1.82  0.18
H7 1.74 2.97 -5.46  0.22
H8 -2.96 -1.37 0.32  0.19
H9 -1.76 -3.21 0.98  0.20
H10 -3.15 0.62 2.87  0.21
H11 -0.56 -2.32 -2.86  0.22
H12 -2.11 -0.99 -1.95  0.19
H13 0.73 -3.24 -1.82  0.22
H14 3.38 2.23 -4.17  0.18
H15 -3.22 2.21 3.56  0.19
H16 0.99 -2.77 0.44  0.12
H17 -2.48 -1.06 3.24  0.49
H18 4.01 0.86 -0.01  0.22
H19 -3.67 -2.56 2.00  0.15
H20 -0.73 -3.57 2.39  0.22
H21 5.53 1.59 -0.77  0.22
H22 0.08 0.79 1.68  0.18
H23 -3.00 0.35 0.12  0.21
H24 -3.16 -3.81 3.20  0.19
H25 1.01 -1.04 0.41  0.20
H26 -0.50 1.94 -5.38  0.21
H27 0.36 1.03 4.28  0.22
H28 -1.44 1.82 4.90  0.21
H29 5.15 0.53 -2.78  0.23
H30 0.27 3.24 2.63  0.22
H31 2.99 -1.97 -1.25  0.23
H32 -1.22 3.73 3.34  0.21
H33 -1.35 3.62 1.87  0.21
H34 -3.24 2.21 2.06  0.19
H35 3.87 2.07 -1.24  0.20